Record 1
C43H44BCrN6O3P2S4 | the ωB97M-V functional and the def2-TZVPD basis

XYZ file:
```
104
Properties=species:S:1:pos:R:3
Cr -0.3951 -1.3636 0.0815
C 3.1640 -0.8345 0.6653
C 2.4894 -2.0137 1.2736
C 3.0799 -3.1398 1.8478
C 2.0305 -3.9844 2.1663
C 2.0500 -5.3464 2.7723
N 0.8961 -3.3720 1.8086
N 1.1645 -2.1590 1.2682
B -0.5636 -3.8717 1.8359
N -1.0565 -4.1929 0.4385
N -1.0098 -3.1595 -0.5789
C -2.2946 -3.2761 -1.3483
C -1.6234 -2.0698 -3.7384
C -2.8756 -4.5473 -0.8693
C -2.1530 -4.9878 0.1613
C -2.4103 -6.1957 0.9963
N -1.3943 -2.7150 2.4895
N -1.5255 -1.5289 1.8410
C -2.2885 -0.7427 2.6041
C -2.7066 0.6364 2.2273
C -2.6450 -1.4315 3.7645
C -2.0580 -2.6810 3.6520
C -2.1045 -3.8378 4.5931
H 4.2308 -1.0306 0.5604
H 3.0477 0.0485 1.2964
H 2.7480 -0.6328 -0.3237
H 4.1305 -3.3238 1.9949
H 3.0793 -5.6594 2.9383
H 1.5703 -6.0721 2.1158
H 1.5251 -5.3669 3.7281
H -0.6524 -4.8455 2.5245
H -0.9290 -1.3996 -3.2459
H -2.2324 -1.5103 -4.4535
H -1.0386 -2.8150 -4.2755
H -3.7224 -5.0462 -1.3051
H -3.1757 -6.8109 0.5270
H -2.7607 -5.9125 1.9901
H -1.5020 -6.7855 1.1213
H -1.8680 1.2267 1.8672
H -3.1366 1.1349 3.0958
H -3.4480 0.6118 1.4281
H -3.2621 -1.0707 4.5698
H -2.6455 -3.5529 5.4938
H -1.1036 -4.1610 4.8787
H -2.6110 -4.6942 4.1472
O -6.3909 -3.3499 -2.9245
C -5.2615 -3.0673 -2.6405
S -3.8751 -3.5828 -3.6342
C -2.5638 -2.7307 -2.7537
C -3.0744 -1.9895 -1.5299
S -2.2656 -0.4651 -1.0775
S -4.8392 -1.9765 -1.3055
S 0.4777 -3.0269 -1.4959
O 0.2122 0.5446 0.5450
P 0.7717 1.9304 0.6449
C 2.0251 2.3912 -0.5767
P 1.7244 1.8050 -2.2814
O 1.5538 0.3371 -2.3686
C 0.3012 2.7126 -2.8982
C 0.2398 4.1057 -2.8915
C -0.8830 4.7485 -3.3808
C -1.9407 4.0005 -3.8901
C -1.8782 2.6173 -3.9044
C -0.7561 1.9670 -3.4066
C 3.1428 2.4233 -3.2101
C 3.3077 1.8929 -4.4900
C 4.3601 2.3105 -5.2859
C 5.2577 3.2585 -4.8109
C 5.1035 3.7860 -3.5388
C 4.0477 3.3685 -2.7394
C 1.5721 2.0973 2.2459
C 1.1287 1.2469 3.2581
C 1.7019 1.3185 4.5176
C 2.7144 2.2332 4.7715
C 3.1632 3.0769 3.7649
C 2.5945 3.0078 2.5023
C -0.4789 3.2166 0.5399
C -0.2210 4.4839 1.0633
C -1.1664 5.4883 0.9470
C -2.3739 5.2297 0.3106
C -2.6330 3.9716 -0.2091
C -1.6868 2.9628 -0.0986
H 2.9876 1.9782 -0.2674
H 2.0820 3.4829 -0.5583
H 1.0720 4.6926 -2.5166
H -0.9368 5.8292 -3.3701
H -2.8174 4.5059 -4.2753
H -2.7045 2.0354 -4.2919
H -0.7057 0.8864 -3.3834
H 2.6161 1.1411 -4.8512
H 4.4850 1.8933 -6.2762
H 6.0817 3.5820 -5.4334
H 5.8058 4.5196 -3.1655
H 3.9445 3.7877 -1.7464
H 0.3614 0.5107 3.0479
H 1.3632 0.6511 5.2987
H 3.1624 2.2837 5.7552
H 3.9607 3.7813 3.9604
H 2.9621 3.6609 1.7198
H 0.7075 4.6844 1.5859
H -0.9680 6.4680 1.3611
H -3.1157 6.0133 0.2241
H -3.5723 3.7656 -0.7051
H -1.8975 1.9847 -0.5063
```

Output
* LUMO energy (spin up / spin down): 0.0040 / 0.0041 hartree
* HOMO energy (spin up / spin down): -0.254 / -0.255 Eh
* gap between HOMO and LUMO (spin up / spin down): 7.03 / 7.04 eV
* multiplicity: 4

Results of the Mulliken charge analysis, in e, for atoms 1 through 2: Cr 0.05; C -0.69



Record 2
C59H69CsF3N10S2Sb2 | the ωB97M-V functional and the def2-TZVPD basis

XYZ file:
```
146
Properties=species:S:1:pos:R:3
Cs 0.7768 -0.6198 -0.9684
C -2.6634 -0.9659 2.9370
C -2.5591 0.5838 2.8498
C -3.0372 1.1304 1.4758
Sb -2.4763 3.1775 1.0869
C -3.6749 3.4594 -0.6672
C -4.0597 4.7456 -1.0669
C -4.7725 4.9459 -2.2473
C -5.0944 3.8604 -3.0547
C -4.7064 2.5789 -2.6780
C -4.0009 2.3767 -1.4917
C -3.9161 3.9705 2.4968
C -5.2658 4.1767 2.1934
C -6.1659 4.5770 3.1789
C -5.7352 4.7714 4.4876
C -4.3968 4.5712 4.8081
C -3.4959 4.1808 3.8180
Sb -1.3357 -1.8573 1.4784
C -1.4707 -3.9723 1.9198
C -1.6558 -4.8984 0.8811
C -1.7764 -6.2614 1.1399
C -1.7268 -6.7289 2.4526
C -1.5368 -5.8269 3.4949
C -1.4008 -4.4636 3.2257
C -3.3135 -2.2901 0.2137
C -3.4203 -1.7394 -1.0689
C -4.5610 -1.8984 -1.8675
C -5.6506 -2.6151 -1.3876
C -5.5830 -3.1780 -0.1112
C -4.4313 -3.0204 0.6629
H -3.6806 -1.2762 2.6937
H -2.4064 -1.3387 3.9333
H -1.5147 0.8841 2.9981
H -3.1270 1.0531 3.6573
H -4.1229 1.0670 1.3619
H -2.5829 0.5408 0.6701
H -3.8000 5.6032 -0.4538
H -5.0681 5.9499 -2.5411
H -5.6397 4.0155 -3.9813
H -4.9445 1.7299 -3.3103
H -3.6988 1.3693 -1.2244
H -5.6212 4.0158 1.1810
H -7.2091 4.7321 2.9250
H -6.4405 5.0750 5.2546
H -4.0549 4.7148 5.8282
H -2.4493 4.0332 4.0831
H -1.7276 -4.5424 -0.1448
H -1.9289 -6.9582 0.3203
H -1.8455 -7.7861 2.6605
H -1.4906 -6.1838 4.5188
H -1.2287 -3.7682 4.0461
H -2.5832 -1.1704 -1.4809
H -4.5960 -1.4535 -2.8602
H -6.5414 -2.7379 -1.9956
H -6.4267 -3.7434 0.2723
H -4.4056 -3.4882 1.6490
N 2.7800 -4.8272 0.4029
C 3.5707 -4.1689 1.3302
C 4.4925 -4.6184 2.2750
C 5.1187 -3.6474 3.0331
C 4.8340 -2.2792 2.8550
C 3.9109 -1.8516 1.9226
C 3.2728 -2.8207 1.1450
N 2.3209 -2.6710 0.1336
C 2.0582 -3.8806 -0.2674
C 1.1111 -4.2356 -1.3456
C 0.9207 -5.4616 -1.8739
S -0.2988 -5.3966 -3.0625
C -0.4722 -3.7137 -2.7951
N 0.3178 -3.2462 -1.8863
H 2.6640 -5.8203 0.3186
H 4.7092 -5.6730 2.4123
H 5.8434 -3.9458 3.7826
H 5.3394 -1.5489 3.4773
H 3.6801 -0.7961 1.7896
H 1.4182 -6.3941 -1.6377
H -1.1986 -3.1055 -3.3402
C 5.7336 3.5823 1.0302
N 4.5024 3.0851 1.6219
C 3.8148 4.0462 2.4970
C 2.3588 3.5940 2.4489
N 2.3123 2.9467 1.1565
C 1.1181 2.2916 0.6718
C 3.5566 2.4798 0.7863
N 3.7031 1.6267 -0.1428
C 4.9764 1.1313 -0.6121
C 4.7543 -0.1785 -1.3504
N 3.8348 -0.0871 -2.4730
C 4.0726 0.4752 -3.5846
N 5.1897 1.1832 -4.0430
C 6.5278 0.7542 -3.6928
C 4.9976 1.5332 -5.4505
C 3.4885 1.4698 -5.6115
N 3.1376 0.4711 -4.6202
C 1.7290 0.2702 -4.3183
H 6.3877 3.9332 1.8279
H 5.5480 4.4215 0.3458
H 6.2559 2.8005 0.4863
H 3.9169 5.0629 2.1016
H 4.2326 4.0227 3.5006
H 1.6593 4.4257 2.4993
H 2.1193 2.8976 3.2608
H 0.6992 1.5996 1.4192
H 1.3822 1.7369 -0.2241
H 0.3634 3.0270 0.4091
H 5.6908 0.9266 0.1993
H 5.4419 1.8545 -1.2938
H 4.3109 -0.8725 -0.6330
H 5.7267 -0.6009 -1.6221
H 6.7022 0.8061 -2.6227
H 7.2343 1.4256 -4.1748
H 6.7393 -0.2660 -4.0322
H 5.4914 0.8057 -6.1066
H 5.4059 2.5208 -5.6616
H 3.1857 1.1564 -6.6097
H 3.0158 2.4370 -5.3955
H 1.2264 -0.1422 -5.1949
H 1.2336 1.2046 -4.0286
H 1.6411 -0.4318 -3.4938
F -0.5086 3.5747 -4.6971
C -1.8310 3.2986 -4.6877
F -2.3949 4.0177 -3.7171
F -2.3260 3.7866 -5.8702
C -2.1085 1.8193 -4.5961
C -2.7611 1.2311 -5.6612
C -2.9997 -0.1390 -5.6699
C -2.5087 -0.8647 -4.6019
N -1.8578 -0.3381 -3.5581
C -1.6784 1.0148 -3.4865
S -0.9807 1.6905 -2.0632
H -3.0915 1.8448 -6.4910
H -3.5319 -0.6202 -6.4810
H -2.6590 -1.9473 -4.5777
C 1.5691 -2.1059 5.4104
C 0.4257 -1.4595 4.6123
C 0.5140 0.0550 4.7902
C 0.4396 -1.8526 3.1266
H 2.5327 -1.7605 5.0156
H 1.5460 -3.1984 5.3143
H 1.5262 -1.8521 6.4836
H -0.5127 -1.7970 5.0744
H -0.3057 0.5766 4.2912
H 1.4577 0.4143 4.3552
H 0.4998 0.3417 5.8488
H 1.2142 -1.2550 2.6086
H 0.7610 -2.9060 3.0352
```

Output
* energy relative to the best compared isomer or geometry (same formula, charge and spin): 26.1 kcal/mol
* total charge: -1
* LUMO energy: 0.0606 hartree
* HOMO energy: -0.119 Eh
* gap between HOMO and LUMO: 4.89 eV
* multiplicity: 1

Results of the Mulliken charge analysis, in e, for atoms 1 through 2: Cs 2.23; C -1.40



Record 3
C31H43F6Sn | the ωB97M-V functional and the def2-TZVPD basis

XYZ file:
```
81
Properties=species:S:1:pos:R:3
C -1.5448 -5.4440 1.9371
C -0.3174 -4.5264 1.9648
C -0.4289 -3.3810 2.9820
C 0.7843 -2.4364 3.0742
Sn 0.4734 -0.3964 2.3830
C -0.7522 0.3600 3.9996
C -2.0907 -0.3355 4.2930
C -2.8619 0.1562 5.5321
C -3.3456 1.6013 5.4765
C 2.4791 0.4091 2.6340
C 3.4945 -0.5238 3.2620
C 4.8317 0.1389 3.6850
C 5.8638 -0.8374 4.2129
C -0.3237 -0.2920 0.2698
C -0.9770 0.8956 -0.3437
C -1.6655 1.7544 0.6475
C -1.2449 1.0964 -1.7671
H -1.3719 -6.2564 1.2268
H -1.7147 -5.8996 2.9192
H -2.4648 -4.9345 1.6322
H 0.5501 -5.1397 2.2430
H -0.1205 -4.1198 0.9635
H -1.3426 -2.7906 2.7852
H -0.5849 -3.8321 3.9784
H 1.1839 -2.3759 4.0980
H 1.6200 -2.6434 2.3747
H -0.0563 0.2738 4.8494
H -0.8199 1.4174 3.6896
H -2.7477 -0.2810 3.4086
H -1.8847 -1.4048 4.4664
H -3.7237 -0.5086 5.6641
H -2.2258 0.0163 6.4138
H -3.9795 1.8201 6.3419
H -2.5018 2.2958 5.5016
H -3.9408 1.7964 4.5778
H 2.7524 0.7118 1.6251
H 2.3223 1.3015 3.2346
H 3.0826 -0.9964 4.1623
H 3.7380 -1.3548 2.5884
H 5.2370 0.6799 2.8263
H 4.6026 0.8917 4.4451
H 6.7910 -0.3232 4.4433
H 5.5359 -1.3258 5.1250
H 6.0929 -1.6074 3.4842
H 0.6352 -0.4679 -0.2298
H -0.9962 -1.1737 0.2412
H -2.3839 1.1594 1.2450
H -0.8435 2.1303 1.2828
H -2.3564 2.5382 0.2918
H -2.1991 1.7289 -1.9192
H -1.3014 0.1338 -2.3197
F 3.8129 -2.3336 -5.0073
C 4.1486 -1.2882 -4.1885
F 4.4884 -1.8415 -2.9844
F 5.3182 -0.7146 -4.6683
C 3.0099 -0.2979 -4.0551
C 2.9908 0.4897 -2.9230
C 1.8865 1.3066 -2.7224
C 0.7895 1.3126 -3.5849
C -0.4151 2.0377 -3.0450
C -1.4990 2.3494 -4.1357
C -1.9528 1.2428 -4.8446
C -2.8979 1.3575 -5.8751
C -3.4657 2.6176 -6.1194
C -4.2636 2.8823 -7.3412
F -5.5033 3.3494 -7.0184
F -3.7294 3.7883 -8.2123
F -4.4391 1.7186 -8.0233
C -3.2930 3.6315 -5.1813
C -2.3068 3.5128 -4.1920
C 0.9229 0.6381 -4.8206
C 1.9815 -0.2867 -4.9802
H 3.7662 0.4370 -2.2007
H 1.9197 1.9932 -1.9103
H -0.1076 2.9089 -2.4151
H -1.4026 0.2901 -4.6282
H -3.0519 0.4635 -6.5087
H -3.8824 4.5521 -5.2498
H -2.1463 4.3613 -3.5111
H 0.3168 0.8309 -5.7424
H 2.0467 -1.0084 -5.8141
```

Output
* energy relative to the best compared isomer or geometry (same formula, charge and spin): 77.7 kcal/mol
* total charge: -1
* LUMO energy: 0.0928 hartree
* HOMO energy: -0.069 Eh
* gap between HOMO and LUMO: 4.40 eV
* multiplicity: 1

Results of the Mulliken charge analysis, in e, for atoms 1 through 2: C -1.33; C -0.45